A:
ORCA calculation (ωB97M-V/def2-TZVPD) on a 2-piece molecular cluster, C5H14O overall.

Computed properties:
frontier orbital gap = 11.250 eV
total charge = 0
LUMO level = 0.99 eV
SMILES = CC(C)O.CC

Geometry (Å):
1 C 0.340 -0.560 -1.701
2 C -0.079 -1.220 -0.388
3 C -1.132 -2.291 -0.596
4 O 1.046 -1.756 0.315
5 H 1.048 0.247 -1.535
6 H -0.579 -0.173 -2.144
7 H 0.687 -1.302 -2.434
8 H -0.435 -0.439 0.277
9 H -1.188 -2.923 0.271
10 H -2.111 -1.870 -0.812
11 H -0.867 -2.952 -1.437
12 H 1.529 -2.334 -0.301
13 C 0.502 1.876 1.916
14 C -0.086 2.490 0.657
15 H 0.280 2.510 2.789
16 H 0.126 0.871 2.167
17 H 1.595 1.752 1.904
18 H -1.160 2.493 0.735
19 H 0.240 2.042 -0.279
20 H 0.244 3.539 0.595

=====

B:
ORCA calculation (ωB97M-V/def2-TZVPD) on a 2-piece molecular cluster, C5H14O overall.

Computed properties:
frontier orbital gap = 11.221 eV
total charge = 0
LUMO level = 0.99 eV
SMILES = CC(C)O.CC

Geometry (Å):
1 C 1.563 -0.477 -0.388
2 C 1.884 0.530 0.720
3 C 1.258 0.091 2.068
4 O 3.327 0.516 0.785
5 H 1.942 -1.501 -0.337
6 H 2.024 -0.056 -1.280
7 H 0.483 -0.600 -0.517
8 H 1.607 1.543 0.412
9 H 1.980 -0.368 2.731
10 H 0.839 0.953 2.607
11 H 0.408 -0.542 1.824
12 H 3.559 0.629 1.712
13 C -2.174 -0.231 -0.704
14 C -3.092 0.031 -1.901
15 H -1.157 -0.457 -1.017
16 H -1.914 0.648 -0.117
17 H -2.527 -1.070 -0.106
18 H -3.353 1.089 -2.010
19 H -4.040 -0.444 -1.656
20 H -2.618 -0.283 -2.825

=====

C:
ORCA calculation (ωB97M-V/def2-TZVPD) on a 2-piece molecular cluster, C5H14O overall.

Computed properties:
frontier orbital gap = 11.228 eV
total charge = 0
LUMO level = 0.95 eV
SMILES = CCC.CCO

Geometry (Å):
1 C 2.349 -0.775 -1.368
2 C 3.178 -1.717 -2.239
3 C 2.528 -2.111 -3.556
4 H 3.015 -0.152 -0.787
5 H 1.645 -1.316 -0.742
6 H 1.722 -0.125 -1.982
7 H 3.412 -2.615 -1.674
8 H 4.145 -1.254 -2.453
9 H 3.202 -2.786 -4.088
10 H 1.581 -2.645 -3.429
11 H 2.434 -1.241 -4.206
12 C -3.877 1.595 3.518
13 C -2.566 1.967 2.822
14 O -2.689 2.804 1.699
15 H -4.738 1.507 2.863
16 H -3.765 0.634 4.024
17 H -4.175 2.274 4.322
18 H -2.067 1.009 2.583
19 H -1.917 2.451 3.537
20 H -3.419 2.495 1.157

=====

Stability summary: most stable A, least stable B.

=====

A:
ORCA calculation (ωB97M-V/def2-TZVPD) on a 2-piece molecular cluster, C4H12N2 overall.

Computed properties:
frontier orbital gap (spin up / spin down) = 1.352 / 7.585 eV
2S+1 = 2
total charge = -1
LUMO level (spin up / spin down) = 2.89 / 2.91 eV

Geometry (Å):
1 C 4.130 -0.957 3.444
2 C 2.625 -1.250 3.722
3 N 2.559 -2.054 4.957
4 H 4.498 -1.887 3.016
5 H 4.682 -0.765 4.364
6 H 4.286 -0.120 2.767
7 H 2.335 -1.832 2.855
8 H 2.080 -0.313 3.851
9 H 2.791 -1.483 5.751
10 H 1.566 -2.232 5.130
11 C -3.754 0.714 -3.480
12 C -3.467 1.842 -4.124
13 N -3.013 1.954 -5.461
14 H -3.718 -0.290 -3.857
15 H -4.159 0.816 -2.477
16 H -3.469 2.807 -3.644
17 H -2.325 2.715 -5.505
18 H -2.524 1.095 -5.698

=====

B:
ORCA calculation (ωB97M-V/def2-TZVPD) on a 2-piece molecular cluster, C4H12N2 overall.

Computed properties:
frontier orbital gap (spin up / spin down) = 3.430 / 7.978 eV
2S+1 = 2
total charge = -1
LUMO level (spin up / spin down) = 4.27 / 4.10 eV

Geometry (Å):
1 C 1.465 0.992 1.138
2 N 0.586 -0.067 1.625
3 C 1.241 -1.304 1.082
4 H 2.426 0.567 1.057
5 H 1.192 1.317 0.050
6 H 1.554 1.895 1.813
7 H -0.308 -0.126 1.053
8 H 1.549 -1.187 0.074
9 H 0.631 -2.173 1.137
10 H 2.194 -1.470 1.686
11 C -0.689 0.186 -1.965
12 C -2.579 0.268 -0.476
13 N -1.379 0.676 -0.612
14 H -1.433 0.075 -2.692
15 H -0.214 -0.798 -1.802
16 H 0.110 0.863 -2.377
17 H -3.121 0.315 0.443
18 H -3.224 -0.029 -1.234

=====

Stability summary: most stable A, least stable B.

=====

A:
ORCA calculation (ωB97M-V/def2-TZVPD) on a 2-piece molecular cluster, C2H7NS2 overall.

Computed properties:
frontier orbital gap = 7.296 eV
total charge = 0
LUMO level = -0.99 eV
SMILES = CN=S.CS

Geometry (Å):
1 C 2.213 -1.518 0.255
2 N 2.342 -0.360 -0.582
3 S 3.286 0.800 -0.290
4 H 1.102 -1.723 0.317
5 H 2.485 -2.496 -0.362
6 H 2.802 -1.358 1.144
7 C -2.685 1.535 -0.094
8 S -2.297 -0.198 -0.298
9 H -1.895 1.803 0.559
10 H -3.697 1.765 0.196
11 H -2.567 1.845 -1.107
12 H -1.090 -0.095 0.262

=====

B:
ORCA calculation (ωB97M-V/def2-TZVPD) on a single C2H7NS2 molecule.

Computed properties:
frontier orbital gap = 9.400 eV
total charge = 0
LUMO level = 0.38 eV
SMILES = NCCSS

Geometry (Å):
1 N -1.302 1.299 -0.643
2 C -0.692 0.074 -0.431
3 C 0.149 0.276 0.843
4 S 1.016 -1.131 1.380
5 S 1.216 -2.632 -0.084
6 H -1.051 1.726 -1.507
7 H -0.807 2.019 -0.007
8 H -1.319 -0.705 -0.092
9 H -0.074 -0.308 -1.261
10 H 0.919 1.071 0.783
11 H -0.535 0.559 1.628
12 H 2.481 -2.246 -0.606

=====

Stability summary: most stable B, least stable A.

=====

A:
ORCA calculation (ωB97M-V/def2-TZVPD) on a 2-piece molecular cluster, C2H7NS2 overall.

Computed properties:
frontier orbital gap = 8.305 eV
total charge = 0
LUMO level = 0.01 eV
SMILES = C=CN.SS

Geometry (Å):
1 C -1.488 1.051 1.983
2 C -0.872 0.096 2.672
3 N -0.783 -1.209 2.290
4 H -1.862 0.911 0.973
5 H -1.661 2.086 2.245
6 H -0.349 0.388 3.573
7 H -1.374 -1.612 1.589
8 H -0.191 -1.832 2.800
9 S 1.082 0.722 -0.868
10 S 0.510 -0.685 -2.305
11 H 0.538 0.958 0.364
12 H -0.699 -0.198 -2.634

=====

B:
ORCA calculation (ωB97M-V/def2-TZVPD) on a 2-piece molecular cluster, C2H7NS2 overall.

Computed properties:
frontier orbital gap = 9.710 eV
total charge = 0
LUMO level = 0.48 eV
SMILES = C=NC.SS

Geometry (Å):
1 C 1.311 -1.001 -0.850
2 N 0.817 -0.660 0.266
3 C 1.283 0.609 0.777
4 H 0.965 -1.896 -1.353
5 H 2.018 -0.335 -1.353
6 H 0.487 1.326 1.006
7 H 1.776 0.439 1.737
8 H 1.969 1.213 0.167
9 S -3.016 0.634 -1.029
10 S -2.548 -1.019 0.188
11 H -3.749 1.243 -0.067
12 H -1.312 -0.550 0.510

=====

Stability summary: most stable B, least stable A.

=====

A:
ORCA calculation (ωB97M-V/def2-TZVPD) on C26H19N2O4PPdSe2 as an isolated structure.

Computed properties:
frontier orbital gap = 7.659 eV
total charge = 0
LUMO level = -0.70 eV

Geometry (Å):
1 Pd 0.634 -0.099 0.446
2 Se -0.973 -1.076 -1.105
3 P 0.951 -1.583 -1.942
4 Se 2.135 0.147 -1.452
5 C 1.624 -3.105 -1.228
6 C 1.291 -4.332 -1.799
7 C 1.746 -5.509 -1.228
8 C 2.535 -5.468 -0.087
9 C 2.865 -4.248 0.485
10 C 2.410 -3.068 -0.080
11 C 0.909 -1.911 -3.721
12 C 2.108 -2.200 -4.373
13 C 2.114 -2.436 -5.735
14 C 0.924 -2.390 -6.454
15 C -0.267 -2.100 -5.808
16 C -0.275 -1.854 -4.441
17 H 0.677 -4.374 -2.690
18 H 1.486 -6.459 -1.677
19 H 2.892 -6.388 0.357
20 H 3.478 -4.212 1.376
21 H 2.663 -2.115 0.371
22 H 3.035 -2.241 -3.812
23 H 3.045 -2.659 -6.239
24 H 0.930 -2.577 -7.519
25 H -1.193 -2.060 -6.367
26 H -1.203 -1.613 -3.937
27 N 0.041 2.503 0.551
28 C -0.679 3.116 -0.101
29 C -1.550 3.820 -1.000
30 C -2.156 3.102 -2.029
31 C -2.988 3.766 -2.915
32 C -3.211 5.129 -2.772
33 C -2.606 5.837 -1.743
34 C -1.771 5.186 -0.850
35 H -1.963 2.042 -2.127
36 H -3.461 3.220 -3.720
37 H -3.861 5.643 -3.467
38 H -2.783 6.899 -1.636
39 H -1.292 5.724 -0.044
40 O 1.646 -0.120 2.485
41 C 0.468 -0.213 2.904
42 O -0.500 -0.342 2.078
43 C 0.157 -0.171 4.360
44 C -1.158 -0.289 4.795
45 C -1.446 -0.245 6.149
46 C -0.392 -0.082 7.030
47 C 0.925 0.038 6.627
48 C 1.195 -0.008 5.270
49 N -0.691 -0.035 8.481
50 O -1.858 -0.071 8.811
51 O 0.232 0.193 9.234
52 H -1.946 -0.414 4.066
53 H -2.453 -0.333 6.524
54 H 1.704 0.164 7.363
55 H 2.207 0.085 4.900

=====

B:
ORCA calculation (ωB97M-V/def2-TZVPD) on C26H19N2O4PPdSe2 as an isolated structure.

Computed properties:
frontier orbital gap = 7.431 eV
total charge = 0
LUMO level = -1.23 eV

Geometry (Å):
1 Pd -0.076 0.461 -0.333
2 Se -1.156 -1.544 -1.274
3 P -2.489 -0.070 -2.157
4 Se -1.217 1.697 -2.043
5 C -2.977 -0.458 -3.846
6 C -3.974 -1.414 -4.052
7 C -4.327 -1.778 -5.339
8 C -3.691 -1.185 -6.424
9 C -2.701 -0.236 -6.220
10 C -2.337 0.127 -4.932
11 C -4.019 0.101 -1.219
12 C -5.083 0.800 -1.791
13 C -6.242 1.006 -1.064
14 C -6.341 0.520 0.233
15 C -5.283 -0.171 0.804
16 C -4.118 -0.382 0.082
17 H -4.474 -1.867 -3.204
18 H -5.098 -2.519 -5.498
19 H -3.969 -1.467 -7.431
20 H -2.208 0.222 -7.067
21 H -1.556 0.858 -4.765
22 H -5.001 1.178 -2.803
23 H -7.068 1.546 -1.507
24 H -7.249 0.682 0.801
25 H -5.363 -0.546 1.816
26 H -3.286 -0.918 0.520
27 N 2.067 1.476 -0.553
28 C 3.150 1.140 -0.367
29 C 4.496 0.712 -0.118
30 C 4.882 0.456 1.198
31 C 6.162 -0.012 1.440
32 C 7.042 -0.215 0.385
33 C 6.653 0.051 -0.921
34 C 5.376 0.516 -1.180
35 H 4.183 0.602 2.012
36 H 6.468 -0.225 2.455
37 H 8.039 -0.588 0.583
38 H 7.343 -0.111 -1.738
39 H 5.052 0.717 -2.192
40 O 2.076 -0.837 2.989
41 C 1.571 -1.051 1.896
42 O 0.673 -0.296 1.372
43 C 2.029 -2.293 1.142
44 C 2.738 -3.255 1.858
45 C 3.244 -4.375 1.224
46 C 3.038 -4.509 -0.138
47 C 2.335 -3.580 -0.880
48 C 1.826 -2.472 -0.221
49 N 3.601 -5.686 -0.829
50 O 3.440 -5.766 -2.031
51 O 4.201 -6.502 -0.158
52 H 2.896 -3.095 2.916
53 H 3.798 -5.132 1.759
54 H 2.199 -3.725 -1.941
55 H 1.295 -1.709 -0.772

=====

Stability summary: most stable A, least stable B.

=====

A:
ORCA calculation (ωB97M-V/def2-TZVPD) on a 5-piece molecular cluster, C3H16N2O3 overall.

Computed properties:
frontier orbital gap = 3.350 eV
total charge = 0
LUMO level = -4.98 eV

Geometry (Å):
1 N 1.333 0.986 -0.561
2 C 1.689 -0.368 -0.427
3 C 2.933 -0.625 0.466
4 C 0.455 -1.192 -0.061
5 N -0.073 -0.799 1.195
6 H 0.936 3.418 -1.739
7 H 2.104 1.577 -0.221
8 H 1.880 -0.693 -1.487
9 H 2.710 -0.641 1.532
10 H 3.370 -1.563 0.098
11 H 3.575 0.221 0.267
12 H 0.466 -2.274 -0.223
13 H -0.379 -1.013 -0.784
14 H -0.142 0.217 1.301
15 H -0.934 -1.307 1.381
16 H 0.257 3.172 -1.597
17 H -3.471 -1.170 -0.594
18 O -2.915 -1.412 0.151
19 H -0.710 1.114 -1.069
20 H -1.840 0.236 -0.777
21 O -1.598 0.941 -1.404
22 H -3.707 0.990 1.560
23 H -3.032 -0.326 1.209
24 O -2.906 0.509 1.783

=====

B:
ORCA calculation (ωB97M-V/def2-TZVPD) on a 4-piece molecular cluster, C3H16N2O3 overall.

Computed properties:
frontier orbital gap = 9.832 eV
total charge = 0
LUMO level = 0.62 eV
SMILES = NCCCN.O.O.O

Geometry (Å):
1 N 0.304 1.980 2.065
2 C 0.017 1.318 0.779
3 C -1.276 0.515 0.722
4 C -1.300 -0.335 -0.555
5 N -2.068 -1.568 -0.318
6 H 0.685 1.327 2.735
7 H 0.982 2.711 1.915
8 H -0.062 2.142 0.079
9 H 0.843 0.654 0.523
10 H -2.197 1.101 0.729
11 H -1.296 -0.157 1.581
12 H -1.611 0.223 -1.448
13 H -0.278 -0.640 -0.800
14 H -2.411 -1.960 -1.184
15 H -2.826 -1.347 0.315
16 O 0.731 -2.749 0.937
17 H 0.786 -2.054 1.600
18 H -0.189 -3.035 0.985
19 O 1.079 1.662 -1.859
20 H 0.199 1.466 -2.212
21 H 1.549 1.847 -2.683
22 O 2.950 -0.955 -1.654
23 H 2.422 -1.723 -1.400
24 H 2.965 -0.423 -0.853

=====

Stability summary: most stable B, least stable A.

=====

A:
ORCA calculation (ωB97M-V/def2-TZVPD) on a single C7H9NO4 molecule.

Computed properties:
frontier orbital gap = 9.094 eV
total charge = 0
LUMO level = -0.43 eV
SMILES = CC1=C([N+](=O)[O-])O[C@](C)(C=O)C1

Geometry (Å):
1 C -0.969 -2.061 1.466
2 C -0.037 -1.296 0.525
3 C 0.909 -1.824 -0.208
4 N 1.609 -3.036 -0.236
5 O 1.308 -3.815 0.618
6 O 2.443 -3.179 -1.088
7 O 1.489 -0.720 -1.129
8 C 0.677 0.467 -0.912
9 C -0.063 0.830 -2.133
10 C 1.652 1.679 -0.612
11 O 1.505 2.259 0.433
12 C -0.117 0.158 0.339
13 H -0.547 -3.077 1.606
14 H -1.963 -2.221 0.878
15 H -1.176 -1.637 2.461
16 H -0.594 1.706 -2.010
17 H -0.609 -0.041 -2.459
18 H 0.661 0.935 -3.032
19 H 2.265 1.944 -1.457
20 H -1.125 0.486 0.000
21 H 0.439 0.577 1.160

=====

B:
ORCA calculation (ωB97M-V/def2-TZVPD) on a single C7H9NO4 molecule.

Computed properties:
frontier orbital gap (spin up / spin down) = 6.144 / 5.630 eV
total charge = 0
LUMO level (spin up / spin down) = -1.72 / -1.97 eV

Geometry (Å):
1 C 0.878 1.193 1.199
2 C 0.555 0.117 2.011
3 C -1.582 1.304 -0.314
4 C 1.024 1.128 -0.266
5 C 0.896 -1.214 1.623
6 C -0.391 0.752 -0.973
7 C -0.786 -0.683 -1.174
8 N -0.187 -1.229 -2.253
9 O -0.283 -2.424 -2.362
10 O -1.682 1.863 0.771
11 O 0.629 -0.566 -2.938
12 O 0.449 -2.327 2.143
13 H 0.669 2.226 1.494
14 H -0.078 0.133 2.841
15 H -2.409 1.205 -1.022
16 H 1.261 2.008 -0.713
17 H 1.561 0.333 -0.700
18 H 1.577 -1.333 0.785
19 H -0.171 0.998 -2.063
20 H -1.564 -1.331 -0.721
21 H -0.364 -2.152 2.630

=====

Stability summary: most stable A, least stable B.

=====

A:
ORCA calculation (ωB97M-V/def2-TZVPD) on a 3-piece molecular cluster, C2H13N2O2 overall.

Computed properties:
frontier orbital gap = 10.180 eV
total charge = +1
LUMO level = -3.10 eV

Geometry (Å):
1 N 1.034 -0.528 -0.081
2 C 0.247 0.786 -0.359
3 C -1.168 0.421 -0.913
4 N -1.346 1.011 -2.190
5 H 1.322 -0.968 -1.017
6 H 0.288 -1.262 0.224
7 H 1.827 -0.456 0.571
8 H 0.795 1.560 -0.932
9 H 0.071 1.165 0.528
10 H -1.795 0.898 -0.149
11 H -1.437 -0.567 -0.970
12 H -1.902 1.847 -2.061
13 H -1.891 0.410 -2.818
14 H 2.648 2.031 1.832
15 H 2.743 0.621 2.610
16 O 2.284 1.082 1.773
17 H -1.753 -2.338 0.865
18 H -1.051 -2.918 2.040
19 O -0.918 -2.794 1.047

=====

B:
ORCA calculation (ωB97M-V/def2-TZVPD) on a 3-piece molecular cluster, C2H13N2O2 overall.

Computed properties:
frontier orbital gap = 11.078 eV
total charge = +1
LUMO level = -2.83 eV

Geometry (Å):
1 C 0.445 -1.607 -1.405
2 N 1.428 -2.360 -0.619
3 C 0.396 -0.217 -0.828
4 N -0.254 -0.371 0.512
5 H -0.506 -2.127 -1.294
6 H 0.612 -1.628 -2.487
7 H 1.282 -3.356 -0.714
8 H 2.371 -2.166 -0.927
9 H -0.156 0.548 -1.377
10 H 1.392 0.171 -0.628
11 H -0.031 0.380 1.174
12 H -1.267 -0.458 0.412
13 H 0.189 -1.207 0.921
14 H 1.982 3.123 1.415
15 H 0.611 3.667 1.155
16 O 1.066 2.832 1.327
17 H -3.100 1.037 -0.252
18 H -3.203 1.514 1.202
19 O -2.743 0.889 0.630

=====

C:
ORCA calculation (ωB97M-V/def2-TZVPD) on a 3-piece molecular cluster, C2H13N2O2 overall.

Computed properties:
frontier orbital gap = 10.327 eV
total charge = +1
LUMO level = -3.02 eV

Geometry (Å):
1 N 0.158 -0.704 0.916
2 C 1.170 -0.243 -0.109
3 C 0.467 0.380 -1.303
4 N 1.394 1.361 -1.912
5 H -0.186 0.271 1.267
6 H -0.649 -1.251 0.556
7 H 0.597 -1.446 1.511
8 H 1.790 0.504 0.417
9 H 1.842 -1.020 -0.537
10 H 0.212 -0.354 -2.066
11 H -0.360 0.992 -0.935
12 H 1.794 0.892 -2.713
13 H 0.900 2.169 -2.270
14 H -0.053 1.922 2.438
15 H -0.636 2.470 1.075
16 O -0.691 1.763 1.731
17 H -2.508 -3.311 0.893
18 H -3.018 -1.978 0.358
19 O -2.222 -2.415 0.681

=====

Stability summary: most stable B, least stable A.